{
  "formula": "C3H3Cl2F",
  "method": "ωB97M-V with the def2-TZVPD basis set",
  "smiles": "F/C=C(/Cl)CCl",
  "gap_ev": 10.5,
  "e_above_lowest_kj_mol": 38.5,
  "charge": 0,
  "symbols": ["C", "C", "C", "H", "H", "H", "F", "Cl", "Cl"],
  "coordinates": [[0.91260, -0.43446, 0.37604], [-0.14147, 0.53492, -0.20677], [-1.38250, 0.09992, -0.46799], [0.66521, -1.43510, 0.54741], [1.12048, -0.09427, 1.40754], [-2.29421, 0.60441, -0.79508], [-1.60613, -1.18025, -0.24987], [2.42803, -0.30545, -0.44584], [0.29801, 2.21028, -0.16544]],
  "atomic_forces_ev_per_a": [[-0.5, 2.8, 1.4], [-0.4, -1.1, 0.7], [0.9, 1.2, 0.1], [-0.9, -1.5, -0.7], [-0.1, 0.2, -0.4], [0.6, 0.3, 0.1], [-0.5, -1.5, -0.1], [1.1, -0.1, -0.8], [-0.2, -0.3, -0.3]],
  "nbo_charge": [-0.440, -0.134, 0.226, 0.242, 0.224, 0.193, -0.323, -0.019, 0.032]
}



{
  "formula": "C8H19Cl2N",
  "method": "ωB97M-V with the def2-TZVPD basis set",
  "smiles": "CCN(CC)CC.ClCCCl",
  "gap_ev": 8.9,
  "e_above_lowest_kj_mol": 170.9,
  "charge": 0,
  "symbols": ["Cl", "C", "C", "Cl", "H", "H", "H", "H", "C", "C", "N", "C", "C", "C", "C", "H", "H", "H", "H", "H", "H", "H", "H", "H", "H", "H", "H", "H", "H", "H"],
  "coordinates": [[-0.16346, -3.07476, 1.94738], [1.33173, -2.13403, 1.65708], [1.25954, -0.63978, 2.14441], [1.33145, -0.57617, 3.84008], [1.87814, -2.25068, 0.73860], [1.84008, -2.42165, 2.35065], [0.28378, -0.17120, 1.76782], [2.23463, -0.15322, 1.84351], [-0.69036, 2.52385, 0.94598], [-1.33222, 1.46403, -0.12136], [-0.39002, 0.29733, -0.51553], [-0.89614, -0.92866, -0.87979], [-2.11461, -0.86889, -1.56822], [0.57741, 0.79686, -1.48381], [1.80330, 0.04790, -1.42514], [0.03229, 3.23591, 0.48262], [-0.14737, 2.14570, 1.79571], [-1.31118, 3.23082, 1.38020], [-1.63420, 2.01578, -0.98490], [-2.17522, 0.98742, 0.72831], [-1.42865, -1.23026, 0.06249], [-0.17571, -1.58977, -0.88157], [-2.76895, -0.18583, -1.72118], [-2.64473, -1.84890, -1.32664], [-1.96061, -1.01059, -2.61565], [0.82703, 1.92556, -1.16693], [0.01730, 0.79572, -2.44955], [2.03727, -0.08325, -0.45803], [2.65855, 0.56810, -1.95031], [1.72093, -0.86731, -2.13624]],
  "atomic_forces_ev_per_a": [[0.1, 0.3, -0.7], [-5.1, 4.5, -5.0], [-0.8, 0.0, -3.1], [-0.3, 0.1, 2.4], [-0.6, -0.2, -0.7], [6.4, -4.3, 7.4], [1.9, -0.2, 0.3], [-1.5, -0.2, -0.4], [2.2, -0.7, -2.6], [0.3, -2.3, 5.3], [1.8, 5.6, 1.7], [-4.7, 3.0, 6.4], [0.2, -8.3, -4.7], [-2.3, 4.0, 0.5], [1.9, -1.2, -6.3], [-0.1, -0.7, -0.2], [0.1, -1.0, 0.1], [-2.3, 0.9, 0.5], [-1.0, 0.2, -0.5], [1.7, 1.1, -3.4], [1.3, -0.3, 0.6], [3.4, -3.8, -1.6], [-3.9, 5.4, 1.1], [0.0, 1.3, -0.4], [0.4, -0.5, -1.6], [-0.7, -2.3, -0.9], [1.0, 0.3, -0.1], [1.1, -1.2, 3.3], [-0.8, -0.1, 0.7], [0.2, 0.8, 1.9]],
  "nbo_charge": [-0.066, -0.343, -0.448, -0.027, 0.217, 0.180, 0.260, 0.221, -0.633, -0.215, -0.473, -0.250, -0.631, -0.221, -0.623, 0.194, 0.213, 0.215, 0.189, 0.211, 0.194, 0.222, 0.228, 0.205, 0.191, 0.191, 0.169, 0.208, 0.216, 0.205]
}



{
  "formula": "C32H45N4O2",
  "method": "ωB97M-V with the def2-TZVPD basis set",
  "gap_ev": 5.4,
  "e_above_lowest_kj_mol": 89.0,
  "charge": 1,
  "symbols": ["C", "O", "C", "C", "C", "C", "C", "C", "C", "N", "C", "C", "C", "C", "C", "C", "C", "C", "C", "O", "N", "C", "C", "C", "C", "C", "C", "H", "H", "H", "H", "H", "H", "H", "H", "H", "H", "H", "H", "H", "H", "H", "H", "H", "H", "H", "H", "H", "H", "H", "H", "H", "H", "H", "C", "C", "C", "N", "C", "C", "C", "C", "C", "N", "C", "H", "H", "H", "H", "H", "H", "H", "H", "H", "H", "H", "H", "H", "H", "H", "H", "H", "H"],
  "coordinates": [[-4.85967, 2.90785, -5.39120], [-3.47941, 3.20671, -5.06646], [-2.94953, 2.66624, -3.93872], [-1.60657, 3.00243, -3.61369], [-1.00369, 2.44848, -2.50569], [-1.67144, 1.50126, -1.66932], [-1.00777, 0.85181, -0.56884], [-1.70416, 0.12247, 0.39922], [-1.17493, -0.39849, 1.57281], [-1.90022, -1.09605, 2.46972], [-1.27924, -1.66544, 3.67013], [-0.12027, -2.61471, 3.35449], [0.49277, -3.23237, 4.59320], [0.48764, -4.62212, 4.75449], [0.93795, -5.18538, 5.95148], [1.44000, -4.35845, 6.96743], [1.51413, -2.97212, 6.77086], [1.04541, -2.40891, 5.57840], [-2.45705, -2.36758, 4.34913], [-2.45545, -2.95182, 5.43019], [-3.54339, -2.22031, 3.53257], [-4.82081, -2.80577, 3.86621], [-3.32712, -1.44541, 2.31704], [-4.24104, -0.20962, 2.32822], [-3.59130, -2.33149, 1.08567], [-3.03083, 1.22347, -1.99451], [-3.66501, 1.78974, -3.08678], [-5.03561, 3.45008, -6.32054], [-5.00982, 1.82944, -5.54448], [-5.54286, 3.26564, -4.60703], [-1.07721, 3.69743, -4.26552], [0.01881, 2.73913, -2.25055], [0.06445, 0.99879, -0.43703], [-2.76515, -0.05146, 0.23580], [-0.12066, -0.25185, 1.83144], [-0.92918, -0.85604, 4.33971], [-0.49916, -3.41204, 2.69390], [0.63898, -2.04225, 2.79804], [0.09203, -5.24207, 3.94472], [0.88621, -6.26752, 6.08633], [1.77717, -4.79593, 7.90919], [1.92555, -2.32091, 7.54468], [1.08165, -1.32838, 5.40767], [-4.71912, -3.35158, 4.80700], [-5.59087, -2.03187, 3.97935], [-5.14784, -3.49745, 3.07935], [-4.15094, 0.29671, 3.29909], [-3.98083, 0.50436, 1.54379], [-5.27934, -0.53103, 2.17907], [-3.03890, -3.27693, 1.18335], [-4.66615, -2.54292, 1.01789], [-3.27833, -1.85092, 0.15569], [-3.60732, 0.52302, -1.38943], [-4.71122, 1.54833, -3.29416], [6.27552, 3.75237, -2.36280], [5.94102, 3.80176, -0.85699], [4.58234, 3.10092, -0.69914], [4.31268, 2.44327, -1.95791], [2.91915, 2.18938, -2.24078], [2.83160, 1.06859, -3.26768], [1.46668, 0.55146, -3.75794], [1.82040, -0.86643, -4.25960], [3.13702, -1.25382, -3.54669], [3.42634, -0.10003, -2.71689], [5.10788, 3.00967, -3.03818], [6.36818, 4.76151, -2.77469], [7.21064, 3.21420, -2.53638], [6.69875, 3.27990, -0.26821], [5.86821, 4.83372, -0.50381], [4.58379, 2.35759, 0.11188], [3.79540, 3.84055, -0.45786], [2.42447, 1.85820, -1.31223], [2.39341, 3.07938, -2.64300], [3.34834, 1.45192, -4.17817], [0.76643, 0.49644, -2.91547], [1.02841, 1.19142, -4.52964], [1.02554, -1.58518, -4.05010], [1.98781, -0.83354, -5.34108], [3.02325, -2.16949, -2.95369], [3.93422, -1.45138, -4.28663], [4.37215, 0.01492, -2.36414], [4.52121, 3.71157, -3.66404], [5.46583, 2.21496, -3.71152]],
  "atomic_forces_ev_per_a": [[0.3, 0.0, 0.1], [0.1, -0.5, 1.0], [-0.1, 0.0, -0.2], [-0.5, 0.0, -0.2], [0.1, -0.3, 0.3], [-0.4, 0.1, -0.6], [-0.9, 0.0, 1.0], [-0.1, 0.5, -1.3], [-0.6, -1.0, 1.2], [1.4, 1.0, -1.4], [0.0, 0.2, 0.9], [0.1, -0.2, -0.3], [0.1, 0.0, 0.0], [-0.1, 0.3, 0.3], [0.1, 0.3, 0.0], [-0.1, 0.1, -0.3], [-0.1, -0.1, -0.2], [-0.1, -0.4, 0.2], [-0.4, -0.6, 1.2], [0.2, 0.9, -1.7], [0.5, -0.1, 0.2], [-0.5, 0.0, -0.2], [-0.7, -0.3, 0.0], [0.1, 0.1, 0.2], [0.2, -0.1, 0.0], [0.2, 0.1, 0.0], [0.1, 0.1, -0.1], [-0.1, -0.1, 0.2], [0.1, 0.3, 0.0], [0.3, 0.0, -0.2], [-0.1, -0.2, 0.2], [-0.3, -0.1, -0.2], [-0.1, 0.1, -0.1], [0.6, 0.3, 0.0], [-0.4, -0.1, -0.1], [-0.2, -0.3, -0.3], [0.2, 0.3, 0.1], [-0.1, -0.2, 0.1], [0.1, 0.1, 0.4], [0.1, 0.4, 0.0], [-0.1, 0.2, -0.3], [-0.1, -0.3, -0.2], [0.1, -0.3, 0.2], [0.1, 0.1, -0.2], [0.2, -0.2, 0.1], [0.1, 0.1, 0.2], [-0.1, -0.1, -0.3], [-0.2, -0.1, 0.2], [0.3, 0.1, 0.1], [-0.2, 0.2, 0.0], [0.3, 0.0, 0.0], [-0.2, -0.2, 0.2], [0.1, 0.2, -0.2], [0.5, 0.1, 0.1], [-0.1, -0.1, 0.0], [-0.1, -0.1, 0.1], [-0.2, 0.4, 0.3], [0.0, -0.3, 0.0], [-0.2, -0.3, -0.3], [-0.1, 0.6, -0.7], [0.3, 0.0, 0.5], [0.0, 0.1, -0.2], [0.2, -0.1, -0.3], [0.3, -0.8, 0.8], [0.0, 0.2, -0.3], [0.1, -0.2, 0.0], [-0.1, 0.2, 0.0], [0.0, 0.2, -0.1], [0.2, -0.2, 0.0], [0.0, 0.2, -0.1], [0.1, -0.1, 0.0], [0.1, 0.1, -0.2], [0.1, 0.1, 0.2], [0.0, -0.2, 0.2], [0.1, 0.0, -0.1], [0.0, -0.1, 0.1], [0.0, 0.1, -0.1], [-0.1, -0.1, 0.2], [0.1, 0.2, 0.0], [-0.2, 0.0, 0.1], [-0.3, 0.0, -0.3], [0.0, -0.1, 0.2], [-0.1, 0.2, 0.2]],
  "mulliken_charge": [-0.834, -0.420, 0.891, -0.709, -0.283, 0.528, -0.201, 0.195, 0.139, 0.622, -0.030, -0.572, 0.503, -0.382, -0.586, -0.445, -0.704, -0.226, 0.312, -0.689, 0.270, -0.943, 0.060, -1.543, -1.514, -0.720, -0.685, 0.241, 0.355, 0.359, 0.471, 0.470, 0.262, -0.681, 0.569, 0.269, 0.332, 0.418, 0.309, 0.371, 0.375, 0.368, 0.343, 0.380, 0.298, 0.308, 0.380, 0.391, 0.464, 0.340, 0.482, 0.427, 0.280, 0.420, -0.504, -0.559, -0.735, 0.360, -1.255, 0.440, 0.275, -0.703, -0.669, -0.366, -0.629, 0.306, 0.274, 0.272, 0.305, 0.301, 0.279, 0.337, 0.283, -0.056, -0.423, 0.407, 0.353, 0.279, 0.340, 0.261, 0.299, 0.268, 0.224]
}



{
  "formula": "C5H10O",
  "method": "ωB97M-V with the def2-TZVPD basis set",
  "smiles": "C[C@@H]1OC[C@@H]1C",
  "gap_ev": 10.6,
  "e_above_lowest_kj_mol": 105.5,
  "charge": 0,
  "symbols": ["C", "C", "C", "O", "C", "C", "H", "H", "H", "H", "H", "H", "H", "H", "H", "H"],
  "coordinates": [[1.42139, -0.63013, -0.49273], [0.40182, -0.48024, 0.62418], [0.47741, 0.82708, 1.42607], [-0.72584, 1.32547, 0.82668], [-0.99973, 0.04348, 0.22851], [-1.40627, 0.13720, -1.23193], [1.17720, -1.48288, -1.13599], [2.42627, -0.79560, -0.08806], [1.45520, 0.26731, -1.12021], [0.37031, -1.38408, 1.24060], [1.34397, 1.46985, 1.22386], [0.37132, 0.70390, 2.51215], [-1.78621, -0.47574, 0.79640], [-0.81734, 0.89865, -1.75303], [-2.46634, 0.40190, -1.32616], [-1.24315, -0.82617, -1.73032]],
  "atomic_forces_ev_per_a": [[0.0, 0.0, -0.1], [0.0, -0.1, 0.0], [0.3, 0.0, 0.2], [-0.1, 0.2, 0.0], [-0.2, -0.3, -0.2], [0.0, 0.0, 0.0], [0.1, 0.1, 0.1], [-0.2, 0.0, 0.0], [0.0, -0.1, 0.1], [0.0, 0.1, -0.1], [-0.2, -0.1, 0.0], [0.0, 0.0, -0.1], [0.1, 0.1, -0.1], [0.0, -0.1, 0.1], [0.2, 0.0, 0.0], [-0.1, 0.1, 0.1]],
  "nbo_charge": [-0.614, -0.262, -0.054, -0.537, 0.114, -0.640, 0.211, 0.214, 0.209, 0.203, 0.172, 0.169, 0.165, 0.218, 0.220, 0.213]
}



{
  "formula": "C3H10N",
  "method": "ωB97M-V with the def2-TZVPD basis set",
  "gap_ev": 10.5,
  "e_above_lowest_kj_mol": 201.9,
  "charge": 1,
  "symbols": ["C", "H", "H", "H", "H", "C", "C", "N", "H", "H", "H", "H", "H", "H"],
  "coordinates": [[-0.53093, 1.52502, -2.25860], [-0.19124, 2.39080, -2.84247], [0.23246, 0.82744, -2.35110], [-0.77426, 1.94161, -1.26127], [-1.46101, 1.07367, -2.60692], [1.09144, -1.71465, 1.19730], [-0.36044, 0.31757, 1.10595], [-0.13655, -0.89396, 1.55989], [1.97142, -1.03061, 0.95347], [1.09175, -2.51881, 1.93452], [0.71190, -2.30673, 0.36021], [0.45515, 0.99294, 0.75122], [-1.29460, 0.80496, 1.23548], [-0.80510, -1.40924, 2.22232]],
  "atomic_forces_ev_per_a": [[-1.6, 1.9, 0.2], [-0.6, -0.3, -0.1], [1.4, -1.4, 0.5], [0.6, -0.5, -0.2], [0.1, 0.3, -0.4], [-1.3, 0.5, -0.2], [1.6, -1.5, 1.5], [-0.1, 1.3, -0.2], [-1.1, -1.4, 0.6], [1.2, 0.6, 0.5], [0.5, 0.5, -0.6], [-0.5, -1.3, -0.4], [-0.9, 0.0, 0.4], [0.7, 1.2, -1.7]],
  "nbo_charge": [-0.860, 0.243, 0.210, 0.184, 0.228, -0.432, 0.135, -0.410, 0.263, 0.250, 0.249, 0.245, 0.232, 0.464]
}